A.
Density functional theory data (the ωB97M-V functional and the def2-TZVPD basis) for a cluster of 2 separate species, C5H11FN in total.

Atoms and positions in Å:
C1 1.9173 -2.7672 0.1978
C2 0.7623 -2.3145 -0.0670
C3 -0.2978 2.5344 0.4924
C4 0.2312 0.9894 0.6287
C5 -0.1425 0.2495 -0.5653
N1 -1.5778 -0.0405 -0.7646
F1 -0.4903 -2.7519 -0.0439
H1 2.1267 -3.7955 0.3782
H2 2.7925 -2.1167 0.0224
H3 0.0582 2.9948 -0.4151
H4 0.1139 3.1657 1.3993
H5 -1.4406 2.5619 0.6075
H6 -0.1388 0.6509 1.6151
H7 1.4056 0.8549 0.5660
H8 0.2406 0.5042 -1.6010
H9 -1.8493 -0.5455 0.1554
H10 -1.6504 -0.9087 -1.4497
H11 -2.0609 0.7346 -1.1563

The total charge is +1. As for the HOMO-LUMO gap (alpha / beta): 8.621 / 9.296 eV. Its HOMO energy (alpha / beta) is -0.48552 / -0.49285 hartree.

=====

B.
Density functional theory data (the ωB97M-V functional and the def2-TZVPD basis) for the ion C5H11FN with charge +1.

Atoms and positions in Å:
C1 0.4542 -2.1541 0.2100
C2 -0.3010 -1.3088 -0.5012
C3 -1.9666 0.6307 -0.1026
C4 0.4297 1.1399 -0.3716
C5 -0.5898 0.0962 0.0907
N1 1.7427 0.7635 0.3231
F1 -0.4544 -0.0851 1.5225
H1 0.5694 -3.1526 -0.1260
H2 1.1330 -1.9967 0.9769
H3 -0.8391 -1.4635 -1.4317
H4 -2.0912 1.5791 0.2619
H5 -2.5970 -0.0420 0.4607
H6 -2.0406 0.8196 -1.2207
H7 0.2388 2.1238 -0.1045
H8 0.4507 1.0111 -1.5279
H9 2.0917 -0.2284 0.0758
H10 1.3978 0.7484 1.3569
H11 2.3716 1.5191 0.1079

The structure (SMILES) is C=C[C@@](C)(F)C[NH3+]. The total charge is +1. As for the HOMO-LUMO gap: 10.821 eV. Its HOMO energy is -0.53024 hartree.

=====

Need the numbers? Relative energies in kJ/mol: A 413.8; B 0.0.

=====

A.
Density functional theory data (the ωB97M-V functional and the def2-TZVPD basis) for an isolated molecule of C6H8N2.

Atoms and positions in Å:
C1 0.0511 1.2781 0.8906
C2 -1.4106 0.8278 0.9188
C3 -1.5994 -0.2132 0.1447
C4 -0.2835 -0.7897 -0.1170
C5 0.2526 -1.7064 -0.9508
C6 0.5856 0.4878 -0.3604
H1 0.1159 2.4296 0.8188
H2 0.5047 1.2720 1.8622
H3 -2.2410 1.4807 1.1576
H4 -2.4288 -0.8500 -0.0701
H5 0.3094 -1.0424 0.8945
H6 0.0145 -2.6400 -1.2449
H7 2.6588 0.0062 -1.0328
H8 0.2064 1.0526 -1.2339
N1 1.4447 -1.3748 -1.1299
N2 1.8196 -0.2182 -0.5474

The structure (SMILES) is C1=C[C@H]2C=NN[C@@H]2C1. The total charge is 0. As for the HOMO-LUMO gap: 9.547 eV. Its HOMO energy is -0.31120 hartree.

=====

B.
Density functional theory data (the ωB97M-V functional and the def2-TZVPD basis) for an isolated molecule of C6H8N2.

Atoms and positions in Å:
C1 -0.6555 -0.5794 2.0092
C2 -1.0479 -1.4951 0.8512
C3 -0.5329 -1.4607 -0.3642
C4 0.2281 0.8432 -0.6557
C5 1.2488 1.6050 -1.3446
C6 2.1085 2.0165 -2.0912
H1 -1.4015 0.2148 2.1045
H2 -0.6837 -1.1327 2.9437
H3 0.3194 -0.1233 1.8021
H4 -1.8100 -2.2419 1.0369
H5 -0.7319 -2.2182 -1.0727
H6 1.0021 -0.8640 -1.5941
H7 -0.5755 2.3840 -0.0399
H8 2.9335 2.1856 -2.7125
N1 0.3741 -0.5168 -0.8256
N2 -0.7755 1.3831 -0.0469

The structure (SMILES) is [H]/N=C(\C#C)N/C=C\C. The total charge is 0. As for the HOMO-LUMO gap: 9.231 eV. Its HOMO energy is -0.31099 hartree.

=====

Need the numbers? Relative energies in kJ/mol: A 135.1; B 0.0.

=====

A.
Density functional theory data (the ωB97M-V functional and the def2-TZVPD basis) for an isolated molecule of C6H8N2.

Atoms and positions in Å:
C1 0.0404 -1.5325 -0.7315
C2 -0.3711 -2.6600 -0.6784
C3 -3.0226 -2.4207 0.6984
C4 -0.4126 0.6860 -1.3102
C5 0.5423 0.1236 1.0946
C6 0.5904 -0.2342 -0.4406
N1 -1.3781 -3.5513 -0.6213
N2 -2.2798 -2.9801 0.0048
H1 -3.9388 -1.9503 1.1124
H2 0.0531 1.5953 -1.7193
H3 -1.3521 0.9969 -0.7304
H4 -0.7284 0.0456 -2.0958
H5 0.8787 -0.7623 1.6354
H6 -0.5368 0.2580 1.3542
H7 1.1812 1.0913 1.2248
H8 1.6328 -0.0962 -0.7130

The total charge is 0. As for the HOMO-LUMO gap: 8.673 eV. Its HOMO energy is -0.29281 hartree.

=====

B.
Density functional theory data (the ωB97M-V functional and the def2-TZVPD basis) for an isolated molecule of C6H8N2.

Atoms and positions in Å:
C1 -1.3256 -2.4708 1.2521
C2 -0.1769 -2.0947 1.1019
C3 1.1934 -1.7649 0.8678
C4 0.7278 -0.0107 -0.5148
C5 -0.0740 2.4613 -0.1644
C6 -0.8999 1.7730 -1.2040
H1 -2.3689 -2.6511 1.2870
H2 1.7170 -1.9505 1.7949
H3 1.5586 -2.3679 0.0892
H4 0.4244 -0.7097 -1.3550
H5 -0.3473 2.2345 0.8220
H6 0.4986 3.3406 -0.4186
H7 -1.0434 2.1117 -2.2737
H8 -1.7543 1.1803 -0.8240
N1 1.4237 -0.3872 0.4416
N2 0.4467 1.3061 -0.9018

The structure (SMILES) is C#CC/N=C/N1CC1. The total charge is 0. As for the HOMO-LUMO gap: 9.836 eV. Its HOMO energy is -0.32390 hartree.

=====

Need the numbers? Relative energies in kJ/mol: A 167.8; B 0.0.

=====

A.
Density functional theory data (the ωB97M-V functional and the def2-TZVPD basis) for a structure of composition C6H8N2.

Atoms and positions in Å:
C1 -1.8220 -0.9050 0.5084
C2 -1.0536 -0.1596 -0.5846
C3 -0.7038 1.3342 -0.2499
C4 0.6998 0.7563 -0.1414
C5 1.9963 0.7630 0.2807
C6 2.3536 -0.6153 0.0602
H1 -2.9152 -0.6299 0.4314
H2 -1.6495 -2.0157 0.2876
H3 -1.3923 -0.5889 1.3941
H4 -1.4337 -0.5251 -1.5711
H5 -1.1789 1.8243 0.7668
H6 -0.6481 2.0804 -1.0661
H7 2.6898 1.5708 0.5857
H8 3.2844 -1.0853 0.1627
N1 1.3714 -1.3631 -0.3921
N2 0.4020 -0.4411 -0.4725

The total charge is 0. As for the HOMO-LUMO gap: 9.948 eV. Its HOMO energy is -0.32901 hartree.

=====

B.
Density functional theory data (the ωB97M-V functional and the def2-TZVPD basis) for an isolated molecule of C6H8N2.

Atoms and positions in Å:
C1 2.0879 1.2006 0.1661
C2 1.3407 -0.1768 -0.0986
C3 1.9462 -1.3217 0.0149
C4 -0.0804 -0.0105 -0.1829
C5 -2.0765 -0.7359 0.1974
C6 -2.1110 0.6357 0.0563
H1 1.8887 1.8299 -0.6897
H2 1.6838 1.6246 1.0317
H3 3.1170 0.9682 0.2288
H4 1.2851 -2.1187 0.0936
H5 3.0269 -1.6857 -0.1794
H6 -2.9625 -1.3460 0.0089
H7 -2.8666 1.3287 0.0479
H8 -0.5630 2.1992 -0.4630
N1 -0.8092 -1.1634 -0.0503
N2 -0.7981 1.1137 -0.0923

The structure (SMILES) is C=C(C)c1ncc[nH]1. The total charge is 0. As for the HOMO-LUMO gap: 8.619 eV. Its HOMO energy is -0.29560 hartree.

=====

C.
Density functional theory data (the ωB97M-V functional and the def2-TZVPD basis) for an isolated molecule of C6H8N2.

Atoms and positions in Å:
C1 -1.4722 0.9659 0.3423
C2 -0.9510 -0.2744 1.0248
C3 0.4428 -0.2046 1.5774
C4 1.6600 -0.5404 -1.5729
C5 0.3631 0.0706 -0.9535
C6 -1.0907 -0.1328 -0.4997
H1 -1.0088 1.9386 0.5075
H2 -2.4990 1.0163 0.4281
H3 -1.6929 -0.8898 1.6000
H4 0.5993 0.0849 2.6267
H5 2.3814 0.3061 -1.8065
H6 1.4885 -1.4110 -2.2121
H7 0.6900 1.1279 -0.7239
H8 -1.8125 -0.7032 -1.1108
N1 1.6066 -0.4299 1.0331
N2 1.2956 -0.9242 -0.2607

The structure (SMILES) is C1=NN2C[C@H]2[C@@H]2C[C@H]12. The total charge is 0. As for the HOMO-LUMO gap: 9.764 eV. Its HOMO energy is -0.31833 hartree.

=====

D.
Density functional theory data (the ωB97M-V functional and the def2-TZVPD basis) for an isolated molecule of C6H8N2.

Atoms and positions in Å:
C1 -0.5218 -1.5450 1.0687
C2 -0.2026 -0.3517 0.2826
C3 1.3772 0.1217 0.2284
C4 1.2287 1.1694 -1.0233
C5 -0.3191 1.1670 -1.1007
C6 -0.7676 1.2121 0.3595
H1 1.9942 -0.6442 -0.1262
H2 1.8021 0.7672 1.2039
H3 1.8186 0.9323 -1.9636
H4 1.6142 2.0398 -0.6570
H5 -0.9319 1.9126 -1.7823
H6 -0.3279 1.7072 1.2009
H7 -1.8307 1.4011 0.6098
H8 -1.4538 -0.1641 -1.0265
N1 -0.4857 -2.4967 1.7671
N2 -0.5791 -0.1594 -1.2457

The structure (SMILES) is N#C[C@]12CC[C@H](C1)N2. The total charge is 0. As for the HOMO-LUMO gap: 10.745 eV. Its HOMO energy is -0.36705 hartree.

=====

Need the numbers? Relative energies in kJ/mol: A 39.8; B 0.0; C 291.3; D 209.2.

=====

A.
Density functional theory data (the ωB97M-V functional and the def2-TZVPD basis) for an isolated molecule of C6H8N2.

Atoms and positions in Å:
C1 -2.7030 -0.0637 0.2040
C2 -1.2749 0.2467 -0.0832
C3 -0.5780 1.3193 -0.2959
C4 0.9468 0.7057 -0.0144
C5 2.0497 1.4004 0.1962
C6 0.7876 -0.8141 0.0312
H1 -3.0144 -0.5575 -0.7165
H2 -2.7292 -0.7389 1.0898
H3 -3.3484 0.8653 0.0230
H4 -0.9509 2.3760 -0.6733
H5 2.9993 0.9491 0.7451
H6 1.8225 2.5071 0.2883
H7 2.5808 -1.1232 -0.3600
H8 -0.8749 -1.9190 0.1958
N1 1.7472 -1.7071 -0.1667
N2 -0.5835 -1.0250 0.0495

The structure (SMILES) is [H]/N=C1/NC(C)=CC1=C. The total charge is 0. As for the HOMO-LUMO gap: 9.053 eV. Its HOMO energy is -0.30707 hartree.

=====

B.
Density functional theory data (the ωB97M-V functional and the def2-TZVPD basis) for a cluster of 2 separate species, C6H8N2 in total.

Atoms and positions in Å:
C1 1.0302 -39.1293 -2.3136
C2 1.2330 -38.4477 -1.0181
N1 1.4076 -37.9195 -0.0161
H1 1.9963 -39.1522 -2.8107
H2 0.3832 -38.4316 -2.8483
H3 0.5616 -40.0981 -2.1971
N2 -2.6814 -37.3735 -0.5883
C3 -2.4248 -38.0123 -1.7898
C4 -3.4184 -37.7714 -2.6722
C5 -4.3522 -36.9185 -2.0005
C6 -3.8753 -36.7063 -0.7381
H4 -2.0478 -37.4474 0.1816
H5 -1.5260 -38.6055 -1.7892
H6 -3.5480 -38.1613 -3.6666
H7 -5.1642 -36.3878 -2.4684
H8 -4.2238 -36.0150 0.0133

The structure (SMILES) is c1cc[nH]c1.CC#N. The total charge is 0. As for the HOMO-LUMO gap: 9.157 eV. Its HOMO energy is -0.31102 hartree.

=====

Need the numbers? Relative energies in kJ/mol: A 212.6; B 0.0.

=====

A.
Density functional theory data (the ωB97M-V functional and the def2-TZVPD basis) for the ion C9H14N5 with charge +1.

Atoms and positions in Å:
C1 4.4426 0.8229 0.4126
C2 4.7519 -0.5018 0.2496
C3 3.1954 1.3071 0.1867
C4 3.7343 -1.3645 -0.0732
C5 2.1706 0.3874 -0.1244
C6 -1.0153 1.9236 0.4132
C7 -2.1816 0.7852 0.3900
C8 -1.6605 -0.6106 0.3801
C9 -1.7723 -1.3783 -0.8936
N1 2.4588 -0.9191 -0.1706
N2 0.2396 1.7592 0.2189
N3 0.7959 0.6354 -0.1049
N4 -1.2654 -1.1495 1.5264
N5 -3.1092 0.9302 -0.7524
H1 5.2490 1.4804 0.7219
H2 5.7336 -0.8043 0.3145
H3 3.0473 2.3395 -0.1292
H4 3.8290 -2.4388 -0.1167
H5 -1.1384 2.9537 0.8543
H6 -2.8309 1.1014 1.2674
H7 -1.6343 -0.7157 -1.6705
H8 -2.8667 -1.6566 -0.9423
H9 -1.1990 -2.2962 -1.0696
H10 -0.7974 -1.9927 1.6814
H11 -1.4618 -0.6477 2.4137
H12 0.1123 -0.1940 -0.3921
H13 -2.6992 1.2080 -1.5640
H14 -3.8927 1.5034 -0.5611

The structure (SMILES) is CC(=[NH2+])[C@H](N)/C=N\Nc1ccccn1. The total charge is +1. As for the HOMO-LUMO gap: 6.599 eV. Its HOMO energy is -0.41884 hartree.

=====

B.
Density functional theory data (the ωB97M-V functional and the def2-TZVPD basis) for a cluster of 2 separate species, C9H14N5 in total.

Atoms and positions in Å:
C1 0.6084 3.1077 -1.6607
C2 0.6851 1.4064 -0.2937
C3 -0.6813 -0.8630 1.4804
C4 -0.7696 -0.6667 -1.1277
C5 -1.8650 -0.6517 0.8428
C6 0.5129 -0.9608 -0.5089
C7 -3.2266 -0.5929 1.4665
C8 1.5998 -1.2584 -1.3842
C9 1.7530 -1.3899 1.4284
N1 1.0944 1.8325 -1.5068
N2 0.1285 3.4952 -0.5407
N3 -1.8497 -0.3844 -0.4855
N4 0.0754 2.4596 0.2476
N5 0.5056 -1.1260 0.7971
H1 0.7823 3.7157 -2.5503
H2 -0.5910 -1.0436 2.5346
H3 -0.9084 -0.6365 -2.1627
H4 -3.2546 -1.0983 2.4818
H5 -4.1096 -0.9475 0.7967
H6 -3.5062 0.4357 1.5815
H7 2.1125 -2.2802 -1.4123
H8 2.4286 -0.5051 -1.1979
H9 1.3632 -1.2136 -2.4761
H10 2.3080 -2.2807 0.9268
H11 2.3753 -0.5188 1.2639
H12 1.5448 -1.6261 2.4526
H13 -0.5477 2.4907 1.0879
H14 1.4319 1.1006 -2.0811

The total charge is +1. As for the HOMO-LUMO gap: 8.166 eV. Its HOMO energy is -0.45079 hartree.

=====

Need the numbers? Relative energies in kJ/mol: A 0.0; B 11.3.

=====

A.
Density functional theory data (the ωB97M-V functional and the def2-TZVPD basis) for a cluster of 3 separate species, CH5P in total.

Atoms and positions in Å:
C1 0.1972 -0.6506 -0.6673
P1 1.1516 0.7436 -0.8209
H1 0.5405 -1.2265 0.1251
H2 -0.8123 -0.7213 -1.0465
H3 -1.4460 1.0323 0.8530
H4 -1.7873 0.6783 1.5971
H5 2.1564 0.1441 -0.0405

The total charge is 0. As for the HOMO-LUMO gap: 9.706 eV. Its HOMO energy is -0.35573 hartree.

=====

B.
Density functional theory data (the ωB97M-V functional and the def2-TZVPD basis) for a cluster of 2 separate species, CH5P in total.

Atoms and positions in Å:
C1 -1.4427 0.4112 -0.0603
P1 2.0622 0.0752 -0.0630
H1 -1.3089 1.2253 0.6197
H2 -1.6762 -0.5657 0.3052
H3 -1.4173 0.6065 -1.1116
H4 1.8181 -1.0789 -0.8096
H5 1.9648 -0.6736 1.1196

The total charge is 0. As for the HOMO-LUMO gap (alpha / beta): 7.940 / 8.930 eV. Its HOMO energy (alpha / beta) is -0.32984 / -0.32507 hartree.

=====

C.
Density functional theory data (the ωB97M-V functional and the def2-TZVPD basis) for a cluster of 2 separate species, CH5P in total.

Atoms and positions in Å:
C1 -0.6852 -0.9765 0.0115
P1 -1.7109 0.3425 -0.0310
H1 0.3163 -0.9667 -0.3258
H2 -1.1043 -1.8022 0.3803
H3 1.7864 0.7855 0.3976
H4 2.2511 1.3006 0.1179
H5 -0.8534 1.3168 -0.5505

The structure (SMILES) is [H][H].C=P. The total charge is 0. As for the HOMO-LUMO gap: 10.108 eV. Its HOMO energy is -0.36457 hartree.

=====

Need the numbers? Relative energies in kJ/mol: A 43.2; B 120.9; C 0.0.

=====

A.
Density functional theory data (the ωB97M-V functional and the def2-TZVPD basis) for a structure of composition C6H13NS.

Atoms and positions in Å:
C1 -3.3739 0.3465 0.0314
C2 -0.3188 1.0299 0.0922
C3 1.2116 0.4846 0.0155
C4 2.2727 1.5892 -0.0199
C5 1.3368 -0.6427 1.0323
C6 1.3673 -0.5700 -1.0362
H1 -3.2711 1.6281 -0.3422
H2 -3.9685 0.4415 1.3299
H3 -4.2225 -0.3378 -0.9136
H4 -0.4179 1.5258 1.1392
H5 -0.5716 1.8320 -0.6298
H6 1.5489 2.4516 0.4383
H7 3.3889 1.2974 0.3423
H8 2.2170 1.9195 -1.1346
H9 2.4414 -0.7351 1.4624
H10 0.8270 -0.7487 2.0451
H11 1.9037 -2.4873 -0.0121
H12 2.2438 -0.6250 -1.5320
H13 0.6817 -0.5260 -1.9377
N1 1.1427 -1.7269 0.0145
S1 -1.6109 -0.4358 -0.0655

The total charge is 0. As for the HOMO-LUMO gap: 9.093 eV. Its HOMO energy is -0.30930 hartree.

=====

B.
Density functional theory data (the ωB97M-V functional and the def2-TZVPD basis) for an isolated molecule of C6H13NS.

Atoms and positions in Å:
C1 0.8937 -1.1797 1.4217
C2 -0.0833 -0.9469 0.1729
C3 0.9423 -0.7943 -1.1051
C4 -1.0883 0.0379 0.6271
C5 -0.4083 1.4758 0.4374
C6 -0.9958 1.4973 -0.9410
H1 1.8986 -0.6581 1.7371
H2 0.2412 -1.2071 2.3005
H3 0.9393 -2.4782 1.1062
H4 -0.6607 -1.8775 -0.2136
H5 1.2828 -1.7491 -1.1095
H6 0.3579 -0.4744 -2.0625
H7 2.3613 1.4361 -0.4635
H8 -1.6051 -0.1617 1.6587
H9 0.6462 1.6168 0.7879
H10 -0.9614 2.3006 1.0145
H11 -1.7500 2.4343 -1.1408
H12 -0.2070 0.9725 -1.7100
H13 -2.4141 -0.5910 -1.0179
N1 -2.0749 0.3933 -0.4004
S1 2.6855 -0.0466 -1.0997

The structure (SMILES) is C[C@H](CS)[C@H]1CCN1. The total charge is 0. As for the HOMO-LUMO gap: 9.447 eV. Its HOMO energy is -0.32927 hartree.

=====

Need the numbers? Relative energies in kJ/mol: A 11.6; B 0.0.